[1]
Entry from OMol25: a structure of composition C27H37BrN3O6Si3V (wB97M-V/def2-TZVPD).

```
! wB97M-V def2-TZVPD RIJCOSX def2/J DEFGRID3
* xyz 2 1
Br 1.679 -3.971 2.341
V 0.281 0.309 0.086
Si -2.181 0.495 -2.033
Si -2.030 2.228 0.708
Si -2.505 -1.121 1.223
O 4.135 0.848 4.571
O 0.516 -1.567 1.053
O 0.536 1.026 1.608
O 5.954 0.099 3.531
O 1.517 1.283 3.608
O 0.661 -1.038 -1.031
N 2.735 0.295 0.388
N 0.393 2.214 -0.643
N 4.763 -0.071 1.117
C -1.369 -0.798 -3.103
C 1.720 4.030 -1.421
C -2.190 -2.576 0.146
C -0.490 3.082 -0.073
C -0.250 4.442 -0.119
C 2.012 -5.528 0.044
C 4.804 0.433 3.514
C 1.659 -4.264 0.479
C 2.811 0.585 1.747
C 4.384 -0.529 -1.315
C -1.521 0.596 -0.187
C 0.843 -1.958 -0.089
C 1.606 0.999 2.451
C 3.942 -0.110 0.042
C -3.569 3.066 0.116
C -2.010 2.280 2.558
C -1.770 2.119 -2.868
C -1.740 -1.068 2.889
C 2.013 -5.826 -1.314
C 1.688 -4.854 -2.253
C 1.313 -3.277 -0.455
C 1.345 -3.591 -1.824
C 4.074 0.364 2.205
C 1.458 2.682 -1.322
C -4.015 0.212 -2.155
C 0.875 4.926 -0.779
C -4.185 -0.398 1.128
H -1.674 -2.090 3.278
H 2.279 -6.281 0.772
H 1.078 -2.824 -2.539
H -0.730 -0.677 2.873
H -4.908 -1.216 1.251
H -2.420 2.216 -3.742
H -4.322 -0.785 -1.829
H -1.931 3.328 2.863
H 5.028 -1.406 -1.258
H -1.531 -1.830 -2.785
H 1.083 5.988 -0.803
H -1.917 3.007 -2.252
H -2.341 -0.479 3.580
H 4.959 0.270 -1.788
H -1.811 -2.287 -0.831
H -2.949 1.897 2.967
H 3.204 1.072 4.378
H 2.099 1.950 -1.790
H -4.357 0.311 1.941
H -0.945 5.124 0.358
H -4.409 0.089 0.187
H -1.464 -3.242 0.615
H -3.703 3.048 -0.966
H -1.813 -0.698 -4.099
H -0.296 -0.639 -3.205
H 5.746 -0.316 1.167
H -1.187 1.743 3.018
H 2.582 4.374 -1.976
H -4.453 2.615 0.578
H 2.267 -6.827 -1.636
H 3.524 -0.758 -1.939
H 1.701 -5.088 -3.309
H -4.262 0.292 -3.218
H -0.738 2.124 -3.226
H -4.617 0.959 -1.633
H -3.112 -3.146 -0.005
H -3.547 4.113 0.436
*
```

HOMO energy (alpha / beta)	-0.531 / -0.531	Ha
energy	-164708.408	eV
ΔE to the lowest compared entry with this formula, charge and spin	0.0	kcal/mol
molecular weight	714.714	u
LUMO energy (alpha / beta)	-7.583 / -7.638	eV


[2]
Entry from OMol25: the molecule C3H4FNOS2 (wB97M-V/def2-TZVPD).

```
! wB97M-V def2-TZVPD RIJCOSX def2/J DEFGRID3
* xyz 0 1
S -1.037 1.388 0.289
S -2.365 -1.126 -0.756
F 0.329 -1.121 1.365
O 1.895 -0.290 -1.548
N 0.099 0.859 -0.848
C -2.316 0.187 0.184
C 1.411 -0.523 0.762
C 1.140 -0.011 -0.652
H 2.194 -1.277 0.696
H 1.775 0.289 1.403
H -0.020 1.149 -1.797
H -3.105 0.475 0.901
*
```

HOMO energy	-0.336	Ha
energy	-31100.597	eV
ΔE to the lowest compared entry with this formula, charge and spin	12.6	kcal/mol
molecular weight	153.203	u
LUMO energy	-0.463	eV
SMILES	O=C(CF)NSC=S


no.,maximum force (eV Å⁻¹)
1,2.7
2,1.0